No. 1
C2H2ClO4 | the ωB97M-V functional and the def2-TZVPD basis

Results
spin multiplicity: 1
ΔE to the lowest compared entry with this formula, charge and spin: 35.3 kcal per mole
frontier orbital gap: 0.24374 Ha
total charge: -1
LUMO level: 0.1413 Eh

Each line ends with the Mulliken charge.
Atoms and positions in Å:
C: -2.075 -1.656 -0.289  0.6650
C: -0.057 -0.633 -0.349  -0.1411
O: -2.403 -2.099 -1.308  -0.4406
O: -2.299 -1.433 0.855  -0.5368
O: -0.155 0.213 0.778  -0.4321
O: 0.281 -0.064 -1.548  -0.3867
Cl: 1.212 -2.024 -0.099  -0.3422
H: -0.541 -0.253 1.554  0.3209
H: 1.157 0.263 -1.465  0.2935

***

No. 2
C30H32Ge2N3O2PdS2Se | the ωB97M-V functional and the def2-TZVPD basis

Results
spin multiplicity: 2
⟨S²⟩: 0.76
frontier orbital gap (spin up / spin down): 0.17719 / 0.20217 Ha
total charge: -2
LUMO level (spin up / spin down): 0.1452 / 0.1452 Eh

Each line ends with the Mulliken spin population.
Atoms and positions in Å:
Pd: -0.300 -0.408 -0.938  0.7671
O: -4.302 -1.912 -3.033  0.0000
C: -4.440 -3.120 -2.473  0.0002
C: -5.467 -3.961 -2.911  -0.0001
C: -5.633 -5.214 -2.350  0.0002
C: -4.783 -5.651 -1.340  0.0001
C: -3.758 -4.827 -0.906  -0.0001
C: -3.572 -3.563 -1.460  0.0002
C: -2.468 -2.663 -1.007  -0.0039
O: -2.369 -1.515 -1.538  0.0004
N: -1.707 -3.157 -0.056  0.0058
N: -0.589 -2.445 0.329  -0.0228
C: -0.269 -2.753 1.534  0.0441
S: 1.170 -2.277 2.392  0.0067
C: 1.031 -3.654 3.583  0.0006
C: -0.427 -3.801 3.944  0.0002
S: -1.382 -3.881 2.380  0.0063
H: -3.495 -1.506 -2.586  -0.0013
H: -6.123 -3.612 -3.699  0.0001
H: -6.425 -5.861 -2.711  0.0000
H: -4.917 -6.630 -0.894  0.0000
H: -3.075 -5.144 -0.131  -0.0006
H: 1.662 -3.405 4.438  -0.0001
H: 1.407 -4.556 3.098  0.0002
H: -0.772 -2.940 4.519  0.0004
H: -0.621 -4.717 4.505  -0.0001
C: 1.321 2.945 3.996  0.0304
Ge: 0.165 1.988 2.657  0.0712
C: -1.407 3.194 2.402  -0.0020
C: -0.647 0.577 3.808  0.0052
Ge: 0.832 1.094 0.427  -0.0320
C: 2.591 0.155 0.778  0.0035
C: 3.603 0.650 1.601  -0.0049
C: 4.847 0.038 1.681  0.0019
C: 5.112 -1.092 0.920  0.0004
C: 4.121 -1.609 0.098  -0.0013
C: 2.878 -0.993 0.033  -0.0110
C: 1.743 2.684 -0.388  0.0055
C: 1.889 3.945 0.184  -0.0030
C: 2.608 4.950 -0.452  -0.0010
C: 3.194 4.712 -1.687  0.0050
C: 3.048 3.465 -2.282  -0.0025
C: 2.331 2.469 -1.637  0.0104
H: 0.702 3.293 4.826  0.0000
H: 1.838 3.800 3.556  -0.0017
H: 2.074 2.258 4.386  -0.0015
H: -1.912 3.411 3.346  0.0016
H: -2.116 2.694 1.738  0.0018
H: -1.123 4.138 1.932  0.0009
H: -1.227 1.023 4.621  0.0011
H: 0.123 -0.061 4.240  -0.0002
H: -1.310 -0.054 3.212  0.0000
H: 3.410 1.542 2.193  -0.0035
H: 5.617 0.450 2.325  -0.0003
H: 6.088 -1.565 0.967  0.0000
H: 4.321 -2.492 -0.501  0.0001
H: 2.113 -1.407 -0.613  0.0117
H: 1.435 4.141 1.152  0.0036
H: 2.719 5.925 0.013  -0.0004
H: 3.759 5.495 -2.181  0.0006
H: 3.498 3.272 -3.250  0.0000
H: 2.218 1.500 -2.115  -0.0078
Se: 0.352 -0.288 -3.328  0.1020
C: -0.407 1.390 -3.775  0.0164
C: -0.109 1.995 -5.004  -0.0094
C: -0.600 3.255 -5.287  0.0043
N: -1.357 3.970 -4.456  0.0033
C: -1.676 3.376 -3.303  -0.0006
C: -1.270 2.106 -2.933  -0.0195
H: 0.510 1.462 -5.715  -0.0022
H: -0.370 3.736 -6.235  0.0001
H: -2.301 3.965 -2.637  -0.0004
H: -1.606 1.670 -2.002  0.0203

***

No. 3
C2H4O3Rb | the ωB97M-V functional and the def2-TZVPD basis

Results
spin multiplicity: 1
ΔE to the lowest compared entry with this formula, charge and spin: 2.5 kcal per mole
frontier orbital gap: 0.17871 Ha
total charge: -1
LUMO level: 0.0618 Eh

Each line ends with the Mulliken charge.
Atoms and positions in Å:
Rb: -0.322 0.429 15.048  0.8999
O: 1.704 -0.773 16.785  -1.0155
H: 1.112 -0.872 17.542  0.0989
C: 2.048 4.779 14.327  -0.7832
C: 2.523 3.345 14.649  0.4279
O: 1.610 2.484 14.863  -0.6502
O: 3.741 3.143 14.795  -0.6750
H: 1.260 4.781 13.574  0.2231
H: 2.941 5.268 13.917  0.2632
H: 1.782 5.436 15.156  0.2109

***

No. 4
C2H10N2O | the ωB97M-V functional and the def2-TZVPD basis

Results
spin multiplicity: 1
SMILES: NCN.CO
ΔE to the lowest compared entry with this formula, charge and spin: 19.0 kcal per mole
frontier orbital gap: 0.35397 Ha
LUMO level: 0.0307 Eh

Each line ends with the Mulliken charge.
Atoms and positions in Å:
N: -2.285 0.051 0.032  -0.5691
C: -1.192 -0.679 0.623  -0.3384
N: -0.447 -1.571 -0.252  -0.5460
H: -1.969 0.733 -0.644  0.2278
H: -2.987 -0.544 -0.393  0.1859
H: -0.559 0.090 1.051  0.3264
H: -1.575 -1.294 1.442  0.2982
H: -0.555 -2.561 -0.100  0.2129
H: 0.534 -1.357 -0.337  0.1714
C: 2.077 0.886 -0.307  -0.6630
O: 0.834 1.547 -0.073  -0.4577
H: 2.411 0.361 0.587  0.2552
H: 1.942 0.220 -1.156  0.2418
H: 2.822 1.636 -0.574  0.3657
H: 0.950 2.481 0.102  0.2890

***

No. 5
C33H26Cl2N5O2SV | the ωB97M-V functional and the def2-TZVPD basis

Results
spin multiplicity: 2
ΔE to the lowest compared entry with this formula, charge and spin: 64.4 kcal per mole
⟨S²⟩: 0.78
frontier orbital gap (spin up / spin down): 0.20617 / 0.19327 Ha
total charge: +1
LUMO level (spin up / spin down): -0.1684 / -0.1828 Eh

Each line ends with the Mulliken spin population.
Atoms and positions in Å:
V: -0.372 0.043 -0.002  0.9198
O: -0.749 1.485 -0.757  0.0102
C: -1.543 2.490 -0.932  -0.0101
C: -1.877 2.954 -2.218  0.0052
C: -2.811 3.955 -2.384  -0.0028
C: -3.447 4.525 -1.285  0.0077
C: -3.093 4.131 -0.012  -0.0067
C: -2.126 3.145 0.192  0.0129
C: -1.511 2.956 1.485  0.0058
N: -0.683 2.021 1.731  0.0095
C: 0.252 2.154 2.805  0.0117
C: 1.621 2.414 2.130  0.0005
N: 1.934 1.269 1.341  -0.0024
C: 3.103 0.960 0.963  0.0087
C: 3.333 -0.314 0.305  -0.0014
C: 4.627 -0.776 0.085  0.0029
C: 4.857 -2.014 -0.483  -0.0066
C: 3.786 -2.832 -0.819  0.0035
C: 2.490 -2.414 -0.600  -0.0040
C: 2.239 -1.149 -0.051  -0.0062
O: 1.012 -0.734 0.075  -0.0225
H: -1.409 2.487 -3.071  0.0008
H: -3.048 4.304 -3.376  -0.0002
H: -4.191 5.294 -1.425  0.0002
H: -3.549 4.591 0.854  0.0000
H: -1.680 3.762 2.218  -0.0013
H: 0.308 1.214 3.361  -0.0036
H: 0.008 2.985 3.484  0.0022
H: 2.393 2.622 2.883  0.0001
H: 1.529 3.288 1.470  -0.0007
H: 3.986 1.582 1.152  0.0002
H: 5.458 -0.145 0.366  0.0001
H: 5.866 -2.344 -0.667  -0.0002
H: 3.966 -3.798 -1.261  0.0000
H: 1.647 -3.040 -0.863  -0.0004
Cl: 1.645 0.946 -2.132  -0.0006
C: 1.518 -0.395 -3.211  0.0063
C: 2.445 -0.471 -4.240  -0.0020
C: 2.356 -1.473 -5.187  0.0027
C: 1.347 -2.418 -5.094  -0.0012
C: 0.446 -2.358 -4.048  0.0020
Cl: -0.802 -3.536 -3.934  -0.0002
C: 0.498 -1.342 -3.077  0.0022
S: -0.820 -1.331 -1.919  -0.0428
H: 3.219 0.277 -4.297  0.0000
H: 3.064 -1.508 -5.998  0.0002
H: 1.246 -3.199 -5.830  -0.0002
C: 1.283 -3.367 4.147  -0.0065
C: 1.866 -2.218 3.634  0.0048
C: 1.152 -1.403 2.778  -0.0129
C: -0.157 -1.727 2.425  0.0250
C: -0.751 -2.877 2.968  -0.0023
C: -0.026 -3.691 3.816  0.0043
N: -0.923 -0.899 1.595  -0.0992
N: -2.119 -0.782 2.034  0.1246
C: -3.008 -0.287 1.158  -0.0101
C: -4.366 -0.178 1.498  0.0342
C: -5.266 0.113 0.500  -0.0041
C: -4.786 0.296 -0.797  0.0253
C: -3.425 0.238 -1.034  0.0211
N: -2.543 -0.027 -0.077  -0.0010
H: 1.848 -4.005 4.807  -0.0003
H: 2.877 -1.949 3.907  -0.0002
H: 1.578 -0.485 2.413  -0.0037
H: -1.770 -3.126 2.699  -0.0017
H: -0.478 -4.586 4.219  -0.0001
H: -4.652 -0.358 2.522  0.0001
H: -6.323 0.177 0.708  0.0001
H: -5.462 0.487 -1.614  0.0006
H: -3.037 0.388 -2.034  0.0024

***

No. 6
C4H31NO10S2 | the ωB97M-V functional and the def2-TZVPD basis

Results
spin multiplicity: 1
SMILES: CN[C@H](C)CSS.O.O.O.O.O.O.O.O.O.O
ΔE to the lowest compared entry with this formula, charge and spin: 1.0 kcal per mole
frontier orbital gap: 0.31068 Ha
LUMO level: -0.0005 Eh

Each line ends with the Mulliken charge.
Atoms and positions in Å:
C: -0.085 0.179 -1.572  -1.0111
N: -0.078 0.532 -0.161  0.0570
C: -0.635 1.861 0.104  0.8082
C: 0.070 2.997 -0.760  -1.6612
C: -0.341 2.179 1.594  -0.8207
S: -1.672 2.858 2.619  -0.0309
S: -3.264 1.588 2.715  -0.2309
H: 0.305 -0.805 -1.849  0.1425
H: 0.464 0.874 -2.204  0.4216
H: -1.114 0.219 -1.923  0.4308
H: 0.855 0.505 0.226  -0.0146
H: -1.719 1.909 -0.001  0.1593
H: 1.109 2.707 -0.916  0.2728
H: 0.027 3.894 -0.156  0.5553
H: -0.467 3.010 -1.698  0.3794
H: 0.150 1.282 1.967  0.1996
H: 0.316 3.013 1.882  0.2589
H: -2.829 0.562 3.524  0.1431
O: 3.349 1.548 0.066  -0.5575
H: 4.054 2.189 -0.059  0.2407
H: 3.084 1.345 0.973  0.3410
O: 1.996 1.808 3.546  -0.6043
H: 1.770 1.779 4.479  0.2939
H: 1.878 0.906 3.193  0.3386
O: 2.909 -1.564 -3.187  -0.6184
H: 2.962 -1.319 -4.118  0.2969
H: 2.122 -2.078 -3.067  0.3197
O: -3.046 -1.147 -3.010  -0.6469
H: -3.379 -0.769 -2.173  0.3629
H: -3.815 -1.284 -3.585  0.3162
O: -2.282 -1.028 0.968  -0.5616
H: -1.550 -1.111 0.334  0.2369
H: -2.706 -1.868 1.139  0.1866
O: 0.796 -4.337 0.246  -0.6240
H: 1.008 -4.121 1.172  0.3194
H: -0.045 -4.791 0.368  0.3051
O: -3.477 -3.053 -0.665  -0.6147
H: -2.507 -3.075 -0.531  0.2694
H: -3.410 -2.930 -1.625  0.3488
O: -4.110 0.352 -0.694  -0.6882
H: -3.440 -0.006 -0.077  0.3759
H: -4.230 1.269 -0.411  0.3538
O: 2.750 -0.304 2.076  -0.5965
H: 3.691 -0.356 2.230  0.2960
H: 2.452 -0.771 1.287  0.2327
O: 4.163 -1.342 -0.434  -0.5826
H: 4.226 -2.291 -0.628  0.2839
H: 3.698 -1.014 -1.206  0.3166

***

Which formula does entry 2 have?
C30H32Ge2N3O2PdS2Se